Record 1
Entry from OMol25: a structure of composition C17H55AsF6O10 in a non-equilibrium geometry (ωB97M-V/def2-TZVPD).

```
89
Properties=species:S:1:pos:R:3:forces:R:3:mulliken_charge:R:1
O 3.206 -1.479 1.366 1.695 -0.523 -1.179 -0.211
H 3.315 -0.545 1.561 0.150 1.236 0.893 0.388
H 3.922 -1.985 1.758 0.576 -0.039 0.232 0.415
H 2.372 -1.908 1.566 -3.005 -1.117 -0.147 0.461
As -0.602 0.587 -0.411 -0.585 -0.711 -0.339 2.087
F 0.221 2.012 -1.170 -1.135 -1.773 1.070 -0.485
F -1.041 1.606 1.048 0.103 -1.253 -1.934 -0.542
F -1.364 -0.903 0.280 0.482 2.127 -0.684 -0.061
F -0.290 -0.414 -1.900 0.014 1.287 1.441 -0.524
F 0.876 0.063 0.378 -0.637 0.655 -0.716 -0.198
F -2.194 1.063 -1.209 1.594 -0.249 1.172 -0.553
C 4.389 1.577 0.615 1.492 -0.183 0.177 -1.323
C 4.915 1.559 2.064 -1.638 1.477 0.703 0.761
C 4.301 2.816 2.781 0.532 -1.192 -0.241 -1.292
O 4.363 0.419 2.741 0.010 -0.642 -0.512 -0.599
H 4.641 2.550 0.193 -0.436 0.154 0.040 0.434
H 3.319 1.380 0.562 -0.101 0.262 0.138 0.038
H 4.910 0.901 -0.063 -0.015 -0.413 0.158 0.344
H 5.994 1.535 2.221 0.079 0.064 -0.620 0.342
H 4.316 2.726 3.867 0.583 -0.004 0.116 0.417
H 3.230 2.806 2.579 0.047 0.518 -0.485 0.235
H 4.867 3.693 2.465 -0.511 0.228 0.041 0.386
H 4.654 0.475 3.654 -0.159 -0.177 0.198 0.274
C -6.009 -1.261 2.365 -0.058 -1.961 0.077 -1.590
C -4.699 -0.751 1.795 -0.358 2.474 0.241 0.928
C -4.228 0.386 2.739 0.366 -0.088 0.240 -1.059
O -3.701 -1.715 1.715 0.003 -1.578 0.526 -0.555
H -6.746 -0.521 2.676 0.423 0.172 -0.074 0.390
H -5.772 -1.933 3.189 0.164 0.465 0.680 0.356
H -6.531 -2.004 1.762 0.017 0.322 -0.792 0.387
H -4.868 -0.298 0.817 -0.135 -0.073 -0.305 0.119
H -5.022 1.006 3.156 -0.199 -0.098 -0.220 0.442
H -3.491 1.063 2.306 0.103 -0.070 -0.348 0.006
H -3.718 -0.076 3.584 -0.054 -0.114 0.119 0.281
H -3.055 -1.618 1.012 -0.310 0.605 -0.135 0.026
C 0.238 -1.654 3.250 -2.251 0.093 0.590 -1.073
C 0.308 -3.048 2.640 -1.058 0.140 0.480 0.891
C -1.006 -3.775 2.296 -1.023 0.633 -0.051 -1.076
O 0.995 -2.856 1.433 2.049 -0.207 -0.169 -0.564
H -0.234 -1.723 4.230 0.510 0.057 0.432 0.448
H -0.504 -1.046 2.732 0.041 -0.029 -0.509 0.000
H 1.134 -1.033 3.275 0.342 -0.551 0.150 0.284
H 0.818 -3.695 3.353 0.688 -0.179 -0.342 0.228
H -0.897 -4.713 1.753 0.718 -0.149 0.278 0.386
H -1.637 -3.201 1.617 0.242 0.485 -0.068 -0.035
H -1.699 -3.969 3.115 0.444 0.029 0.403 0.372
H 0.415 -3.041 0.692 -0.198 -0.097 -0.897 0.225
C -2.118 -3.418 -2.553 -0.420 1.377 -0.066 -1.029
C -0.824 -4.014 -1.976 -2.325 -0.153 -1.277 0.501
C 0.192 -4.225 -3.006 1.134 -1.155 -1.719 -1.323
O -0.254 -3.145 -1.068 0.276 0.217 2.499 -0.459
H -2.670 -3.903 -3.357 0.606 -0.584 -0.047 0.454
H -1.854 -2.430 -2.930 0.159 0.196 -0.369 -0.072
H -2.897 -3.165 -1.834 0.219 -0.384 0.611 0.284
H -1.149 -4.958 -1.539 0.611 0.018 0.688 0.412
H 0.540 -3.293 -3.452 0.020 0.241 0.223 0.165
H -0.133 -4.822 -3.858 -0.222 -0.200 0.071 0.456
H 1.033 -4.753 -2.557 0.217 0.144 -0.107 0.306
H -0.131 -2.266 -1.432 -0.211 0.128 -0.371 -0.016
C 3.143 -1.375 -2.679 0.546 -0.374 0.349 -0.131
O 4.278 -0.707 -3.204 -0.328 0.511 -0.340 -0.540
H 3.487 -1.764 -1.720 -0.687 -0.431 0.283 0.170
H 2.287 -0.720 -2.515 0.306 0.373 -0.107 -0.171
H 2.803 -2.179 -3.332 0.022 -0.166 0.021 0.314
H 4.993 -1.347 -3.203 0.092 0.070 -0.140 0.313
C -3.651 4.133 -0.476 1.115 -0.995 1.639 -0.230
O -3.053 4.067 0.825 -0.458 0.859 -0.402 -0.262
H -4.658 4.479 -0.244 -0.204 -0.062 -0.653 0.284
H -3.090 4.876 -1.043 -0.025 0.477 -0.252 0.288
H -3.462 3.153 -0.914 -0.790 0.163 -0.468 0.074
H -2.557 3.252 0.932 0.578 -0.682 0.146 0.347
C -2.243 0.389 -4.455 -0.726 -0.855 -1.206 -0.272
O -3.006 1.313 -3.781 0.159 0.857 0.557 -0.433
H -2.693 0.342 -5.447 0.581 -0.398 -0.091 0.311
H -1.167 0.563 -4.464 0.246 0.496 -0.090 0.222
H -2.347 -0.541 -3.897 0.022 -0.648 -0.234 0.040
H -2.659 1.203 -2.893 -0.282 0.637 1.030 0.410
C 1.408 4.548 0.838 0.693 -1.116 0.441 -0.393
O 0.301 3.857 1.483 0.915 1.462 -0.499 -0.508
H 2.122 4.877 1.594 -0.575 0.323 0.419 0.381
H 2.046 3.859 0.284 -0.334 -0.458 -0.345 -0.078
H 1.235 5.377 0.153 -0.886 0.045 0.202 0.321
H -0.093 3.207 0.896 0.330 -0.005 -0.216 0.262
C 2.388 3.791 -2.928 -1.429 -0.349 0.934 -0.159
O 2.818 2.592 -3.486 1.242 -0.613 -1.030 -0.499
H 3.012 4.186 -2.126 0.460 0.042 -0.076 0.180
H 2.215 4.560 -3.681 0.157 -0.211 -0.088 0.343
H 1.448 3.490 -2.465 -0.462 1.055 0.205 -0.126
H 2.549 1.850 -2.939 0.057 0.136 0.041 0.249
```
Positions in Å, forces in eV/Å.

Its LUMO energy (alpha / beta) is -3.269 / -9.190 eV. As for the multiplicity: 2. For the gap between HOMO and LUMO (alpha / beta), the calculation gives 0.318 / 0.095 Ha. The value obtained for the HOMO energy (alpha / beta) is -11.93 / -11.76 eV. The largest force on an atom is 3.21 eV/A. The electronic energy comes out at -4267.65548 a.u. The charge is +1.

---

Record 2
Entry from OMol25: a cluster of 11 separate species, C17H56O11 in total in a non-equilibrium geometry (ωB97M-V/def2-TZVPD).

```
84
Properties=species:S:1:pos:R:3:forces:R:3:mulliken_charge:R:1
C -1.180 1.256 0.162 0.902 0.065 0.109 -0.985
C -0.247 0.113 -0.404 -1.566 0.413 0.320 0.374
O -0.585 -1.169 0.185 0.142 1.739 -0.394 0.342
H -0.959 2.234 -0.267 0.430 -0.067 -0.645 0.495
H -1.056 1.498 1.217 0.171 -0.673 0.233 -0.535
H -2.255 1.160 0.007 0.142 -0.747 -0.145 0.328
H 0.824 0.297 -0.313 0.050 0.318 0.557 0.228
H -0.408 0.101 -1.482 -0.221 -0.254 -0.220 0.057
H -0.089 -1.836 -0.295 0.330 -0.687 0.081 -0.341
C -1.270 4.413 3.068 1.684 0.994 -0.369 -0.455
C -0.264 5.255 2.261 0.265 -1.017 -0.512 0.032
O 0.109 6.451 2.920 -0.464 0.235 0.093 -0.522
H -2.186 4.987 3.207 -0.100 -0.447 0.093 0.390
H -0.725 4.236 3.995 -0.626 0.015 0.385 0.158
H -1.353 3.442 2.580 -0.563 0.131 -0.041 -0.130
H -0.578 5.418 1.230 -0.574 0.421 -0.025 0.439
H 0.644 4.671 2.105 0.189 -0.419 0.244 -0.113
H 0.499 7.019 2.252 0.064 0.135 0.106 0.309
C 2.129 2.600 -2.542 -0.573 -0.540 -0.527 -0.970
C 3.182 3.418 -1.810 -1.901 -0.005 -0.188 0.291
O 4.433 3.228 -2.369 1.211 -0.476 -0.107 -0.475
H 1.822 2.912 -3.540 0.400 0.502 -0.051 0.451
H 1.188 2.512 -1.998 0.032 0.351 0.376 0.092
H 2.419 1.558 -2.683 0.484 -0.029 0.204 0.180
H 3.091 3.098 -0.772 0.475 0.057 0.317 -0.162
H 2.979 4.487 -1.866 -0.559 0.168 0.186 0.259
H 5.038 3.662 -1.762 0.407 -0.054 -0.187 0.291
C 4.110 -2.708 0.956 0.133 0.884 0.612 -1.362
C 2.750 -2.301 1.556 0.191 -0.543 -0.988 0.770
O 1.988 -3.438 1.810 -0.393 -0.774 0.966 -0.637
H 4.693 -3.316 1.648 -0.089 0.046 0.206 0.368
H 4.654 -1.781 0.773 0.364 0.027 -0.154 0.288
H 4.088 -3.270 0.022 -0.508 0.097 -0.035 0.244
H 2.205 -1.654 0.869 0.035 0.247 -0.338 -0.320
H 2.801 -1.722 2.478 0.394 -0.209 0.075 0.214
H 1.632 -3.800 0.996 -0.125 0.258 -0.329 0.292
O -3.066 -2.462 -0.325 -0.403 -0.099 0.410 -0.794
H -2.137 -2.232 -0.338 0.430 0.545 0.016 0.158
H -3.340 -2.406 -1.241 -0.241 -0.240 -0.628 0.249
O -1.807 -3.525 1.914 0.362 -0.252 0.542 -0.649
H -2.395 -3.194 1.235 -0.522 0.100 -0.248 0.443
H -1.338 -4.247 1.495 0.062 -0.221 0.009 0.203
O -1.680 -0.765 2.828 -0.167 0.116 0.600 -0.729
H -1.998 0.135 2.765 0.024 0.242 0.060 0.388
H -1.135 -0.881 2.050 0.210 -0.476 -0.399 0.223
O -3.486 1.329 2.551 -0.053 0.377 -0.010 -0.562
H -4.108 2.050 2.649 -0.074 0.258 0.047 0.235
H -4.028 0.540 2.567 -0.062 -0.483 -0.061 0.271
C -0.278 -4.124 -2.869 0.627 0.529 -0.992 -1.929
C 0.905 -3.853 -1.977 0.775 -0.783 -0.867 0.689
C 1.924 -2.735 -2.366 -1.064 -0.496 0.539 -1.483
O 0.384 -3.635 -0.686 0.885 0.919 1.057 0.738
H -0.657 -3.151 -3.179 -0.568 -0.250 -0.275 -0.099
H -1.050 -4.733 -2.397 -0.035 0.214 0.277 0.283
H 0.056 -4.717 -3.720 -0.091 0.271 -0.399 0.880
H 1.505 -4.763 -1.999 0.189 -0.283 0.447 0.338
H 1.429 -1.768 -2.456 0.035 0.111 0.034 0.308
H 2.454 -2.935 -3.297 -0.300 -0.231 -0.107 0.623
H 2.684 -2.701 -1.585 -0.053 0.181 0.093 -0.244
H -0.162 -4.386 -0.441 -0.308 -0.199 -0.061 -0.186
C 2.545 2.045 2.304 -0.341 -0.310 -0.271 -0.778
C 2.448 1.666 3.774 -0.408 1.002 0.305 0.333
C 1.156 2.138 4.429 -0.534 1.148 -0.129 -0.903
O 2.605 0.298 4.019 0.143 -0.625 -0.024 -0.517
H 2.443 3.125 2.193 0.223 0.080 -0.032 0.272
H 1.766 1.591 1.693 -0.302 -0.130 0.197 -0.105
H 3.475 1.692 1.859 0.259 0.217 0.123 0.412
H 3.242 2.218 4.277 0.348 -0.002 0.203 0.155
H 0.909 1.684 5.388 0.109 -0.479 -0.321 0.370
H 0.291 2.193 3.769 -0.070 -1.021 -0.118 -0.141
H 1.206 3.202 4.663 0.631 0.292 0.127 0.373
H 3.542 0.107 3.935 0.054 -0.246 -0.056 0.339
C -5.142 -1.602 -4.603 -0.009 0.343 -0.258 -1.585
C -3.720 -1.595 -4.087 0.434 1.830 -0.208 -0.065
C -3.297 -0.230 -3.424 -0.338 -1.087 -0.140 -1.543
O -3.556 -2.597 -3.138 -0.056 -0.424 1.173 0.865
H -5.350 -0.895 -5.405 0.300 0.467 0.089 0.498
H -5.791 -1.369 -3.758 -0.344 -0.398 -0.157 0.290
H -5.329 -2.556 -5.096 -0.324 -0.326 0.516 0.375
H -3.054 -1.885 -4.900 0.255 0.680 -0.355 0.564
H -3.834 -0.028 -2.497 -0.554 -0.293 -0.056 0.266
H -3.488 0.618 -4.083 0.284 -0.065 -0.157 0.562
H -2.270 -0.268 -3.061 0.278 0.018 -0.551 0.058
H -3.594 -3.425 -3.622 0.071 -0.683 0.108 -0.335
```
Positions in Å, forces in eV/Å.

Its LUMO energy (alpha / beta) is 2.048 / 1.956 eV. As for the multiplicity: 2. For the gap between HOMO and LUMO (alpha / beta), the calculation gives 0.054 / 0.343 Ha. The value obtained for the HOMO energy (alpha / beta) is 0.57 / -7.39 eV. The largest force on an atom is 1.99 eV/A. The electronic energy comes out at -1508.81580 a.u. The charge is -1.

---

Record 3
Entry from OMol25: a cluster of 11 separate species, C17H56O11 in total in a non-equilibrium geometry (ωB97M-V/def2-TZVPD).

```
84
Properties=species:S:1:pos:R:3:forces:R:3:mulliken_charge:R:1
C 1.750 -4.126 -1.500 -0.060 -0.275 -0.659 -0.568
C 2.921 -3.769 -0.585 -1.101 0.309 -0.171 0.267
C 2.509 -2.753 0.476 0.505 -0.282 0.394 -0.469
O 3.452 -4.932 0.011 0.604 -0.261 -0.097 -0.551
H 1.069 -4.874 -1.082 -0.026 0.262 0.384 -0.015
H 2.096 -4.593 -2.428 0.139 0.111 0.084 0.368
H 1.188 -3.231 -1.779 -0.042 -0.062 0.053 0.007
H 3.687 -3.346 -1.235 0.287 -0.082 0.230 0.287
H 1.850 -1.972 0.099 0.022 0.028 -0.023 -0.113
H 3.390 -2.293 0.922 -0.044 0.138 -0.094 0.257
H 2.033 -3.277 1.313 -0.291 0.050 -0.144 0.212
H 2.780 -5.313 0.584 -0.034 0.064 0.038 0.354
C -1.419 -5.335 1.080 0.400 -0.269 0.968 -1.452
C -1.481 -3.825 1.097 -0.243 0.354 0.457 0.909
C -1.904 -3.264 -0.240 -1.061 0.252 0.245 -1.189
O -2.503 -3.391 2.026 -0.101 -0.057 -0.074 -0.583
H -0.604 -5.709 0.461 -0.215 0.008 -0.314 0.282
H -2.380 -5.791 0.846 0.029 0.072 -0.386 0.337
H -1.169 -5.683 2.094 -0.032 0.044 -0.097 0.428
H -0.539 -3.425 1.488 0.142 0.051 -0.446 0.024
H -2.130 -2.193 -0.230 0.668 0.091 0.247 0.287
H -2.917 -3.664 -0.390 0.313 -0.361 -0.437 0.371
H -1.231 -3.513 -1.053 0.015 -0.098 -0.036 0.190
H -2.390 -3.878 2.848 0.029 0.013 0.009 0.324
C -2.262 2.876 -4.137 -0.209 -0.368 0.096 -0.985
C -1.842 3.641 -2.884 -0.170 -0.025 0.268 0.796
C -3.012 4.300 -2.166 0.143 0.396 -0.252 -1.592
O -1.222 2.769 -1.940 0.030 0.183 0.175 -0.219
H -2.407 1.826 -3.870 0.100 0.013 -0.031 0.061
H -1.505 2.932 -4.918 -0.040 -0.040 -0.060 0.263
H -3.222 3.210 -4.533 0.132 0.237 -0.097 0.400
H -1.141 4.439 -3.160 0.027 -0.055 -0.047 0.207
H -2.651 5.073 -1.486 0.005 -0.132 0.122 0.311
H -3.614 3.590 -1.602 0.018 -0.150 -0.103 0.305
H -3.636 4.806 -2.907 -0.090 -0.047 0.103 0.465
H -0.476 2.311 -2.351 -0.017 -0.120 -0.142 0.099
C 4.840 0.930 0.724 -0.590 -0.297 -0.008 -0.772
O 3.600 0.329 1.080 0.166 0.005 0.339 -0.385
H 5.434 1.016 1.632 0.037 0.045 0.012 0.316
H 5.369 0.281 0.022 0.098 0.145 -0.090 0.248
H 4.697 1.921 0.292 0.060 0.025 -0.045 0.281
H 2.840 0.569 0.520 0.167 0.201 -0.282 0.282
C 2.147 0.292 4.230 -0.412 0.748 0.264 -0.393
O 2.719 -0.729 3.456 -0.095 -0.014 -0.025 -0.480
H 2.717 1.227 4.155 -0.013 -0.074 0.037 0.219
H 1.118 0.538 3.929 0.114 -0.059 -0.085 0.034
H 2.096 0.030 5.289 0.217 -0.308 -0.081 0.303
H 2.974 -0.297 2.619 0.224 -0.348 -0.015 0.372
C -1.490 -1.125 -2.943 -0.333 0.548 0.064 -0.188
O -0.841 -0.697 -4.145 0.169 -0.141 0.072 -0.560
H -1.885 -2.136 -3.010 0.131 -0.077 -0.033 0.487
H -0.784 -1.042 -2.117 0.138 -0.219 -0.101 -0.294
H -2.303 -0.433 -2.703 -0.072 -0.127 -0.080 0.250
H -1.149 -1.185 -4.911 -0.089 -0.076 0.095 0.282
C 0.143 0.651 0.844 -0.800 -1.523 -0.993 0.247
O 1.196 0.788 -0.110 0.603 0.177 0.483 -0.040
H 0.504 0.184 1.758 0.513 0.628 0.125 -0.150
H -0.423 1.558 1.006 0.189 0.138 0.187 -0.076
H -0.528 -0.141 0.471 -0.267 0.380 -0.023 0.055
H 0.884 1.017 -0.990 -0.175 0.038 -0.030 -0.103
C -2.872 3.317 1.569 0.052 -0.435 0.105 -0.442
O -2.236 3.501 2.846 -0.276 0.055 -0.359 -0.602
H -2.474 2.425 1.081 0.145 0.101 0.034 0.150
H -3.942 3.136 1.682 -0.024 0.235 0.011 0.461
H -2.691 4.183 0.935 -0.053 0.051 0.035 0.128
H -2.915 3.448 3.521 0.139 0.004 0.105 0.289
C -1.773 -0.417 3.650 -0.134 -0.187 1.007 -0.643
O -2.538 -0.390 2.471 -0.060 -0.063 -0.205 -0.413
H -0.881 -1.054 3.607 0.053 0.126 -0.327 0.196
H -1.481 0.595 3.925 0.102 0.066 -0.260 0.207
H -2.370 -0.803 4.491 0.025 0.075 -0.046 0.446
H -2.874 -1.289 2.360 0.087 -0.048 -0.286 0.255
C 1.519 3.757 1.856 0.174 0.398 -0.363 -0.393
O 0.581 3.135 2.689 0.062 -0.402 0.371 -0.355
H 1.732 4.788 2.168 -0.021 -0.045 -0.037 0.350
H 2.454 3.196 1.904 -0.079 -0.079 0.174 0.056
H 1.231 3.767 0.796 -0.161 0.004 0.105 0.116
H -0.290 3.552 2.682 0.052 0.110 -0.102 0.257
C 1.253 1.971 -4.187 1.246 -0.153 0.026 -0.822
O 0.879 1.113 -3.115 0.016 0.180 0.062 -0.336
H 1.202 3.007 -3.851 -0.570 0.004 -0.171 0.318
H 2.319 1.847 -4.437 -0.158 -0.242 0.089 0.264
H 0.702 1.745 -5.099 -0.334 0.339 0.112 0.271
H 0.519 0.301 -3.507 -0.100 0.099 -0.034 0.236
```
Positions in Å, forces in eV/Å.

The SMILES is CC(C)O.CC(C)O.CC(C)O.CO.CO.CO.CO.CO.CO.CO.CO. Its LUMO energy is 0.253 eV. The value obtained for the relative energy (zero: lowest compared OMol25 entry of this formula, charge and spin) is 88.6 kJ/mol. For the gap between HOMO and LUMO, the calculation gives 0.344 Ha. The value obtained for the HOMO energy is -9.10 eV. The largest force on an atom is 1.99 eV/A. The electronic energy comes out at -1508.79939 a.u.